{
  "formula": "C6H12CoN2PS",
  "method": "ωB97M-V with the def2-TZVPD basis set",
  "elements": ["C", "C", "C", "C", "C", "Co", "P", "H", "H", "H", "H", "H", "H", "H", "H", "N", "C", "N", "S", "H", "H", "H", "H"],
  "positions_angstrom": [[0.598, 0.250, -2.138], [0.480, -1.160, -1.926], [-0.871, -1.393, -1.513], [-1.622, -0.150, -1.621], [-0.716, 0.863, -2.006], [0.000, 0.000, 0.000], [1.348, 1.402, 1.054], [1.504, 0.771, -2.457], [1.272, -1.903, -2.019], [-1.300, -2.366, -1.266], [-0.950, 1.916, -2.170], [-2.689, -0.031, -1.431], [1.152, 2.820, 0.990], [2.747, 1.457, 0.756], [1.491, 1.324, 2.472], [-0.416, -0.059, 4.482], [-0.631, -0.981, 3.427], [-1.100, -2.287, 3.711], [-0.348, -0.542, 1.893], [-0.595, -0.335, 5.458], [-0.084, 0.897, 4.288], [-1.264, -2.964, 2.951], [-1.286, -2.574, 4.682]],
  "forces_ev_per_angstrom": [[-0.5, 0.1, -0.7], [-0.7, 0.9, 0.6], [-0.4, 0.3, -0.8], [0.7, -0.7, 0.2], [0.8, -0.5, 0.1], [-0.4, -0.2, -3.4], [1.8, 1.9, 0.8], [-0.4, -0.2, 0.1], [-0.3, 0.3, 0.2], [0.2, 0.4, 0.0], [0.1, -0.4, 0.1], [0.5, -0.1, 0.0], [0.1, -0.2, -0.1], [-0.3, 0.1, 0.0], [0.0, 0.1, -0.7], [-0.1, -0.3, 0.5], [-0.9, -1.2, 2.7], [-0.1, -0.1, 0.8], [-0.5, -0.6, 0.8], [0.2, 0.4, -1.1], [-0.5, -1.3, 0.2], [0.2, 1.0, 0.9], [0.2, 0.2, -1.2]],
  "mol_weight_g_mol": 234.15,
  "homo_lumo_gap_ev": [4.94, 8.11],
  "homo_ev": [-4.20, -8.07],
  "spin_multiplicity": 5
}